Molecular formula: C36H30F3N2O
Method: DFT, the ωB97M-V functional and the def2-TZVPD basis

Its total charge is +1. Its orbital gap is 3.308 eV. For the total energy, the calculation gives -1873.920142 Eh. The energy above the lowest of the compared OMol25 structures with the same formula, charge and spin is 0.155 eV.

```
72
Properties=species:S:1:pos:R:3:forces:R:3:lowdin_charge:R:1
F -3.1376 3.3779 4.8088 -0.4 0.2 -1.2 0.12
F -3.9693 4.7285 3.2593 0.5 -1.3 0.3 0.12
F -4.7200 2.6652 3.4573 1.1 0.7 0.0 0.11
O -4.5993 -3.0047 1.9679 1.1 0.0 -0.8 -0.06
N 0.6627 2.2015 -1.3016 -0.4 -0.6 -0.4 -0.06
N 1.9237 1.8030 0.5077 -0.4 -0.7 0.3 -0.07
C 3.7058 -3.3474 -0.6581 -0.1 0.3 -0.4 0.01
C -0.4655 3.3741 1.3940 0.1 -0.1 0.1 0.01
C -0.2706 -1.7865 -3.0659 -0.3 0.5 0.0 -0.02
C 4.0844 4.4700 -0.9146 -0.1 0.0 -0.4 -0.09
C 3.2860 4.7332 -2.0439 0.3 -0.1 0.2 -0.09
C 1.8218 2.9372 -1.4341 0.3 1.0 0.4 -0.17
C -2.5311 2.9694 2.5439 -0.2 0.1 0.2 -0.12
C -2.3957 -2.2111 2.0161 -0.1 -0.1 0.0 0.03
C -3.5844 3.4317 3.5074 -0.9 0.4 0.9 -0.50
C -0.5522 2.3614 -2.0736 0.3 0.0 0.3 -0.01
C 1.9102 -2.4285 -2.2030 -1.1 0.1 -1.0 -0.09
C -2.0784 -2.6171 -0.7038 0.0 0.1 0.0 0.02
C -3.4562 -2.7652 1.2700 -0.8 0.3 0.1 -0.23
C 1.5834 -2.3392 0.1153 1.2 -0.2 -0.7 -0.09
C 2.6216 2.6768 -0.2974 0.0 1.1 0.0 -0.17
C 3.7527 3.4477 -0.0111 -0.4 -0.4 -0.5 -0.02
C 3.9606 -3.7910 0.6362 -0.5 0.1 0.7 -0.03
C -0.5387 2.0749 0.8486 -0.1 0.3 -0.2 -0.16
C -1.4896 3.8387 2.2192 0.4 -0.3 -0.5 0.02
C 0.5776 -1.9500 -1.9769 1.2 -0.3 -0.3 -0.12
C 2.1281 3.9828 -2.3084 0.3 -0.6 0.4 -0.02
C 1.4104 -2.7809 -4.5233 -0.5 0.5 0.3 -0.02
C 2.3131 -2.8666 -3.4576 -0.2 0.3 0.5 0.02
C 3.0343 -3.5159 1.6549 0.1 0.1 -0.3 -0.04
C 0.1585 -2.1721 -4.3369 0.1 -0.3 -0.1 -0.04
C 1.8696 -2.7755 1.4074 0.0 0.1 0.2 0.00
C 2.2369 1.4322 1.8730 -0.2 0.2 -0.3 -0.01
C -5.7041 -3.6542 1.3075 0.3 0.1 -0.1 -0.04
C 0.3361 -1.9132 -0.5409 -1.0 -1.1 -0.1 0.02
C -2.6151 1.6997 1.9955 -0.1 0.0 -0.6 0.01
C -0.9884 -2.0826 0.0369 0.4 -0.1 -0.1 -0.16
C 2.5413 -2.6491 -0.9173 -0.4 -0.3 1.4 -0.10
C 0.5965 1.5300 -0.0205 0.9 0.2 -0.6 -0.21
C -1.6897 1.3182 1.0253 0.5 0.0 0.5 -0.02
C -3.2901 -2.9539 -0.1177 0.1 0.0 0.3 0.02
C -1.1975 -1.9002 1.4218 -0.1 -0.1 0.5 -0.03
H -6.0824 -3.0194 0.4923 0.0 -0.2 0.3 0.10
H 2.0638 0.3522 1.9811 0.2 0.2 0.2 0.08
H -0.4065 -1.4813 2.0414 -0.3 0.0 -0.2 0.11
H 4.3281 3.2413 0.8864 0.0 0.2 -0.2 0.10
H -0.5014 -2.0316 -5.1916 0.1 -0.1 0.2 0.12
H -2.5770 -2.0534 3.0708 0.1 0.0 0.0 0.13
H -5.3879 -4.6365 0.9226 -0.2 0.3 0.1 0.11
H 3.3013 -3.2941 -3.5886 -0.1 0.0 -0.1 0.12
H 4.9743 5.0835 -0.7411 -0.4 -0.3 0.0 0.11
H 0.4856 0.3874 -0.1743 -0.3 0.8 0.2 0.15
H 1.6666 -3.1991 -5.4913 0.0 0.2 0.1 0.12
H 1.4715 4.1825 -3.1495 0.2 0.2 0.1 0.10
H -3.3931 1.0014 2.2779 -0.2 0.3 -0.1 0.12
H 0.3814 4.0416 1.1704 -0.3 -0.5 0.1 0.14
H 1.1921 -2.5489 2.2276 0.2 -0.3 -0.1 0.10
H -1.2923 2.9311 -1.4834 0.1 -0.1 -0.5 0.10
H 3.2899 1.6658 2.0829 -0.5 -0.1 0.0 0.09
H 3.5757 5.5433 -2.7207 -0.2 -0.3 0.3 0.10
H 4.3828 -3.5801 -1.4808 -0.1 0.0 0.3 0.12
H 4.8426 -4.3909 0.8579 -0.2 0.2 -0.1 0.12
H -1.4598 4.8551 2.6027 -0.1 -0.2 0.0 0.13
H -4.0900 -3.3834 -0.7190 0.3 0.1 0.1 0.12
H -0.9588 1.3620 -2.2740 -0.1 0.2 -0.2 0.08
H -1.9519 -2.8196 -1.7600 -0.1 -0.1 0.2 0.10
H -6.4513 -3.7635 2.0946 0.1 -0.1 -0.3 0.10
H 1.5593 1.9692 2.5605 0.5 -0.2 0.0 0.09
H -1.8194 0.4253 0.4150 0.0 0.0 0.5 0.10
H 3.1952 -3.9122 2.6523 0.1 0.2 -0.1 0.11
H -0.3187 2.8669 -3.0195 -0.2 -0.2 0.3 0.09
H -1.2617 -1.3439 -2.9100 0.4 -0.1 -0.3 0.12
```
Positions in Å, forces in eV/Å.

Molecular formula: C36H30GdN7S2
Method: DFT, the ωB97M-V functional and the def2-TZVPD basis

Its total charge is +2. Its orbital gap (spin up / spin down) is 5.027 / 4.352 eV. For the total energy, the calculation gives -3334.553375 Eh. The energy above the lowest of the compared OMol25 structures with the same formula, charge and spin is 6.114 eV. The spin multiplicity is 8.

```
76
Properties=species:S:1:pos:R:3:forces:R:3:lowdin_charge:R:1
Gd 2.0697 0.3566 -0.2759 -1.8 -2.3 -0.1 1.43
S -0.0519 -1.5632 -0.0866 0.9 0.4 -0.3 0.69
S 0.7532 0.8907 2.0693 0.3 0.6 0.3 0.87
N 3.6748 -1.3285 0.5992 0.6 0.4 0.6 -0.01
N 1.6883 2.7057 -1.7024 1.0 0.1 1.1 0.16
N -1.7640 0.5474 2.7531 -1.9 1.0 1.9 -0.07
N 3.2503 2.3092 -0.0850 0.1 0.9 0.7 0.04
N -1.7858 -2.0692 1.7854 -0.4 0.1 0.3 -0.11
N 4.3728 0.7756 1.1858 -0.6 1.3 -0.5 0.16
N 1.0085 0.6748 -2.5221 -0.2 0.8 -0.2 -0.02
C -1.7826 1.8304 3.4343 -0.1 0.4 0.2 -0.11
C 5.0858 0.5550 -3.9884 -0.2 0.2 -0.1 -0.02
C -4.8587 -2.5971 -1.2342 -0.1 0.1 0.0 -0.06
C -0.7429 0.0969 2.0449 0.9 -3.1 -2.4 -0.64
C 0.1867 -0.0466 -3.3070 0.1 -0.2 0.1 -0.13
C -4.9163 3.8366 2.6750 -0.1 0.0 0.0 -0.06
C 3.8815 1.5881 -2.2204 0.6 -0.3 0.4 -0.13
C -2.2873 3.6839 1.8187 -0.1 -0.1 0.1 -0.03
C 5.9478 -0.0312 -3.0715 0.1 0.0 0.4 -0.02
C -2.0034 -3.3514 1.1446 -0.2 -0.4 -0.6 -0.13
C -3.0752 -3.5946 -2.4849 0.0 0.0 -0.1 -0.07
C -4.4461 4.7339 1.7318 0.0 -0.1 0.0 -0.06
C 5.4237 -1.1237 2.2634 -0.1 0.2 -0.2 0.02
C -2.7499 2.7994 2.7859 0.1 0.2 0.0 -0.21
C -2.9686 -0.2542 2.8416 -0.2 -0.3 0.1 -0.07
C -3.1317 4.6528 1.3038 0.1 0.1 -0.1 -0.06
C 0.9572 2.0375 -2.6366 -0.5 -0.9 -0.8 -0.35
C -2.5806 -1.7197 2.9445 0.0 0.1 0.2 -0.09
C 5.3798 -2.4788 2.4948 -0.2 0.1 -0.3 -0.02
C -4.0732 2.8742 3.2020 0.1 0.0 0.0 -0.04
C -0.7250 0.5221 -4.1684 0.1 0.0 0.0 -0.03
C -4.3472 -3.0509 -2.4381 0.0 0.0 0.0 -0.07
C 2.9065 2.3565 -1.3970 -0.5 1.0 -1.7 -0.41
C -2.3119 -3.6790 -1.3330 -0.2 0.0 0.1 -0.07
C 4.0452 1.3831 -3.5811 0.0 0.0 0.1 0.02
C -0.9212 -1.1883 1.3104 0.6 1.5 0.9 -0.67
C -0.7936 1.9131 -4.2581 0.2 -0.2 0.1 -0.02
C -4.1004 -2.6823 -0.0808 0.1 0.0 -0.1 -0.04
C -2.8203 -3.2209 -0.1252 0.0 -0.2 0.1 -0.24
C 5.7968 0.1768 -1.7040 0.0 -0.1 0.0 0.03
C 4.4854 -3.2649 1.7663 0.0 0.2 -0.1 -0.04
C 0.0675 2.6790 -3.5052 0.2 -0.1 0.2 0.02
C 3.6745 -2.6581 0.8339 -0.1 -0.1 -0.2 -0.11
C 4.5515 -0.5635 1.3231 0.1 -1.3 -0.2 -0.35
C 4.7481 0.9775 -1.2885 -0.4 0.4 -0.5 -0.13
C 4.2473 1.3931 0.0493 1.8 -0.4 0.6 -0.41
H 0.0681 3.7551 -3.5478 0.0 0.1 0.0 0.13
H -4.4416 2.2133 3.9725 0.0 -0.1 0.1 0.11
H 5.2336 0.3753 -5.0415 0.0 0.0 -0.1 0.12
H -1.3245 -4.1134 -1.3696 0.1 0.0 0.0 0.11
H -1.3782 -0.1024 -4.7533 0.0 -0.1 -0.1 0.12
H 6.4741 -0.2646 -0.9881 0.1 -0.1 0.0 0.13
H -5.0983 5.4999 1.3432 -0.1 0.1 0.0 0.11
H -2.7527 5.3711 0.5949 0.0 0.1 -0.1 0.11
H -1.2542 3.6440 1.5024 0.2 0.0 0.0 0.11
H -2.0053 -1.9115 3.8587 -0.1 0.1 0.0 0.15
H -1.0327 -3.7936 0.9105 -0.1 0.0 0.1 0.11
H -5.8555 -2.1891 -1.1867 -0.1 0.0 0.0 0.11
H -4.9480 -2.9906 -3.3315 -0.1 0.0 -0.1 0.11
H -3.5312 0.0554 3.7225 0.1 0.1 -0.1 0.14
H 0.2729 -1.1242 -3.2092 -0.1 0.1 0.0 0.11
H -2.6820 -3.9624 -3.4195 0.1 -0.1 -0.1 0.11
H -2.0697 1.6562 4.4744 0.0 -0.1 0.0 0.15
H 6.7582 -0.6474 -3.4252 0.1 -0.1 0.0 0.12
H -1.5113 2.3831 -4.9129 0.0 0.0 -0.1 0.12
H 2.9883 -3.2382 0.2272 0.0 0.0 0.1 0.11
H 6.1024 -0.4764 2.7921 0.0 0.1 0.1 0.13
H -3.4782 -2.3362 2.9616 0.1 0.0 0.0 0.14
H 3.3969 1.8567 -4.3030 -0.1 0.0 -0.1 0.13
H -5.9303 3.9081 3.0318 -0.2 0.0 0.0 0.11
H -0.7783 2.2494 3.4134 -0.1 0.0 0.1 0.08
H -4.5267 -2.3437 0.8527 0.0 0.0 0.1 0.10
H 6.0313 -2.9290 3.2266 0.1 0.0 0.1 0.13
H 4.4301 -4.3275 1.9289 -0.1 -0.1 -0.1 0.12
H -2.5224 -4.0007 1.8497 0.1 0.1 0.1 0.14
H -3.6003 -0.1005 1.9581 0.1 0.1 0.0 0.16
```
Positions in Å, forces in eV/Å.

Molecular formula: C36H31BHoN10OPS
Method: DFT, the ωB97M-V functional and the def2-TZVPD basis

Its total charge is +1. Its orbital gap (spin up / spin down) is 5.929 / 5.121 eV. For the total energy, the calculation gives -3725.632440 Eh. The energy above the lowest of the compared OMol25 structures with the same formula, charge and spin is 1.818 eV. The spin multiplicity is 6.

```
82
Properties=species:S:1:pos:R:3:forces:R:3:lowdin_charge:R:1
Ho -0.0351 -0.4045 -0.1857 -2.8 -0.8 1.5 1.33
S -0.0626 -2.7459 -1.5597 0.5 0.3 0.5 0.63
P -0.7490 1.8142 -2.0701 -1.1 -0.1 -1.1 1.10
O 1.7069 -0.6638 -1.4263 2.1 1.9 -1.4 -0.15
N 0.0022 0.0070 4.7555 0.3 0.5 0.3 -0.02
N 1.3830 -0.1925 2.7037 0.1 0.1 0.3 0.02
N -1.1437 -1.5995 1.4932 0.1 -0.1 0.0 -0.10
N 1.6566 0.0158 1.3969 0.1 -0.2 -0.1 -0.07
N -0.9484 1.2805 1.3232 0.0 0.1 -0.2 -0.07
N -2.1892 -4.0175 -2.3895 -0.2 -0.3 0.4 0.09
N -0.8044 1.0779 2.6525 0.0 0.0 0.2 0.02
N -0.6117 -3.4229 -4.0419 0.5 0.2 -0.1 0.06
N -0.5054 -0.8291 5.6728 -0.4 -0.6 0.2 0.06
N -0.8316 -1.4270 2.8046 0.0 0.0 0.6 0.02
C 0.6268 1.0460 5.3770 0.0 0.0 0.2 -0.12
C 1.6662 2.8679 -5.2523 0.1 -0.1 0.1 -0.03
C -1.0594 -3.4448 -2.7904 -0.3 0.0 0.1 -0.83
C -2.6951 -0.0828 -1.4949 0.2 0.4 -0.2 -0.16
C -2.8141 -1.1799 -4.0424 0.0 0.2 -0.1 -0.06
C -2.4985 -4.7364 -4.6215 0.0 0.1 0.2 -0.01
C 0.5096 0.8638 6.7295 0.0 0.1 -0.2 -0.05
C 0.4944 1.9359 -3.3895 0.5 -0.3 0.6 -0.29
C -3.6653 -1.0269 -1.7962 0.1 0.0 0.0 -0.04
C -1.8362 -0.2428 -3.7514 0.1 0.0 0.2 -0.08
C 3.5863 -0.1365 2.5245 -0.1 0.1 -0.2 -0.02
C -1.9695 -3.3146 2.6731 0.1 0.2 -0.2 -0.02
C -2.9830 2.8604 -3.4915 0.1 -0.1 0.1 -0.07
C -1.8090 4.3541 -2.0065 0.0 -0.1 -0.1 -0.11
C 0.5217 2.8021 -4.4693 -0.1 -0.1 0.0 -0.04
C 1.5250 0.4675 -1.8464 0.4 -2.0 -0.4 -0.23
C -1.3294 -4.0677 -4.9445 -0.3 -0.2 0.0 -0.14
C -0.2112 -0.3347 6.8543 0.1 0.2 -0.2 -0.13
C 2.7417 1.1604 -3.9340 -0.2 -0.4 0.2 0.02
C -1.6462 2.4130 1.1883 0.0 0.0 0.1 -0.15
C 1.6063 1.1031 -3.1178 0.2 1.5 -0.7 -0.21
C 2.9876 0.0556 1.2842 0.1 0.0 0.2 -0.12
C -1.3149 -2.4492 3.5258 -0.1 -0.3 -0.2 -0.04
C -1.9598 2.9506 2.4292 0.1 -0.2 0.0 -0.02
C -1.4093 2.0646 3.3310 -0.2 0.2 -0.2 -0.04
C -1.8370 -2.7413 1.4140 -0.1 -0.1 0.1 -0.14
C -3.7333 -1.5576 -3.0752 0.0 0.2 0.0 -0.06
C -1.9622 3.0925 -2.5757 0.3 0.1 0.5 -0.37
C -1.7824 0.3302 -2.4821 0.2 0.1 0.2 -0.43
C -2.6740 5.3760 -2.3530 -0.1 0.1 0.0 -0.06
C 2.7614 2.0527 -4.9861 0.0 0.0 -0.2 -0.04
C -3.8425 3.8869 -3.8344 0.0 0.0 0.0 -0.06
C -3.6917 5.1410 -3.2647 0.0 0.0 0.0 -0.06
C 2.5289 -0.2969 3.3959 0.1 0.0 -0.3 -0.04
C -4.1402 -5.3541 -2.8004 0.0 -0.1 -0.1 -0.02
C -2.9011 -4.6844 -3.2881 0.1 0.1 -0.4 -0.35
B -0.0749 -0.1654 3.2664 -0.2 -0.2 -0.5 -0.63
H -2.2123 -3.0988 0.4684 0.2 0.0 -0.1 0.08
H -4.3767 -1.3255 -1.0412 -0.1 0.0 0.1 0.12
H -0.3203 3.4467 -4.6785 -0.1 0.0 0.0 0.12
H -0.5139 -0.8496 7.7433 -0.1 -0.1 0.2 0.11
H -2.8591 -1.6063 -5.0339 0.0 0.0 0.0 0.12
H -4.5155 -2.2542 -3.3271 -0.1 -0.2 0.0 0.11
H 3.6420 2.1229 -5.6064 0.1 0.0 0.0 0.12
H 3.4598 0.2377 0.3337 0.0 -0.1 0.0 0.11
H -4.3719 5.9313 -3.5381 -0.1 0.1 0.0 0.11
H -1.9036 2.8037 0.2189 0.0 -0.1 0.0 0.06
H 0.8809 1.4911 7.5117 0.1 0.2 0.1 0.10
H -0.9446 -4.0525 -5.9574 0.0 0.0 -0.1 0.11
H 3.5853 0.5273 -3.7179 0.2 -0.1 0.0 0.13
H 2.5485 -0.4797 4.4511 -0.1 0.0 0.2 0.13
H -4.5650 -5.9910 -3.5695 -0.1 -0.1 0.0 0.08
H -1.1730 -2.4764 4.5887 0.0 0.0 0.0 0.10
H -2.7199 0.4318 -0.5316 0.0 -0.2 0.0 0.09
H -4.6306 3.6934 -4.5465 -0.1 0.1 0.0 0.11
H -2.4631 -4.2281 2.9306 -0.1 -0.2 0.0 0.10
H -4.8742 -4.6062 -2.5046 -0.1 0.0 0.1 0.08
H -3.8988 -5.9490 -1.9235 -0.1 -0.1 0.1 0.09
H -3.0729 -5.2738 -5.3559 0.0 -0.1 -0.1 0.11
H -2.5007 3.8493 2.6407 -0.1 0.1 0.1 0.10
H 1.7156 3.5753 -6.0654 0.0 0.0 -0.1 0.12
H 4.6309 -0.1452 2.7579 0.2 0.0 0.0 0.11
H -3.1044 1.8841 -3.9355 -0.1 0.0 0.0 0.10
H -1.4278 2.0975 4.4009 0.0 -0.1 0.2 0.13
H -1.1325 0.0735 -4.5104 0.0 -0.1 -0.1 0.12
H -2.5600 6.3529 -1.9093 0.0 0.1 0.0 0.11
H -1.0096 4.5239 -1.2955 0.0 0.1 0.1 0.11
H 1.1063 1.8246 4.8177 0.1 0.2 -0.1 0.13
```
Positions in Å, forces in eV/Å.